No. 1
Computed, not measured: 2 unconnected molecules or ions with the total composition C3H4Cl2N4O, with the ωB97M-V functional and the def2-TZVPD basis.

HOMO-LUMO gap: 0.3443 hartree
energy above the lowest of the compared OMol25 structures with the same formula, charge and spin: 17.36 kcal per mole
total charge: 0
largest force on an atom: 5.23 eV/A

```
14
Properties=species:S:1:pos:R:3:forces:R:3
C 1.691534 0.437187 0.185772 -0.35 -0.51 -1.82
C -0.341055 0.588596 1.601939 4.19 0.56 -3.08
C 1.389998 0.113069 -1.294730 -0.01 -1.64 -0.09
N -1.397127 -1.080183 -1.738275 -0.41 -0.41 -1.39
N -1.832535 -1.106630 -0.708049 -0.07 0.83 -2.74
N 0.716139 0.099085 1.080486 -2.89 0.26 2.12
N -1.967535 -1.129027 0.459640 0.73 -1.33 4.10
O 2.803585 0.700865 0.527225 0.92 0.75 0.54
Cl -0.942875 2.173590 1.202908 -0.08 0.14 0.09
Cl -3.266023 -0.637798 1.359638 -1.29 0.31 -0.24
H -0.937519 0.068874 2.258233 -1.08 -1.01 1.52
H 1.696960 -0.998016 -1.401910 -0.30 1.63 0.17
H 2.087950 0.687999 -1.953284 -0.93 -0.33 0.58
H 0.298507 0.082387 -1.579590 1.56 0.76 0.23
```
Positions in Å, forces in eV/Å.


No. 2
Computed, not measured: 3 unconnected molecules or ions with the total composition C3H4Cl8, with the ωB97M-V functional and the def2-TZVPD basis.

⟨S²⟩: 0.753
spin multiplicity: 2
HOMO-LUMO gap (spin up / spin down): 0.0708 / 0.3100 hartree
energy above the lowest of the compared OMol25 structures with the same formula, charge and spin: 10.02 kcal per mole
total charge: -1
largest force on an atom: 2.66 eV/A

```
15
Properties=species:S:1:pos:R:3:forces:R:3
C 1.698963 3.097381 -3.025624 0.98 -0.26 -0.53
Cl 0.522203 3.795791 -4.158134 -0.80 0.92 -1.40
Cl 2.033883 1.353101 -3.361384 0.37 -2.05 -0.57
Cl 1.098723 3.283181 -1.346984 -0.46 0.60 2.55
H 2.701993 3.506381 -3.146994 -0.12 0.75 0.06
C -2.405137 -2.997089 2.591286 0.38 1.86 -1.04
Cl -3.049927 -3.435799 0.988806 0.32 -0.52 0.26
Cl -0.655047 -3.182649 2.775366 -0.40 -0.57 -0.14
Cl -3.244717 -3.656009 3.909866 -0.89 -1.16 1.11
H -2.657847 -1.937309 2.624656 0.60 -0.05 0.01
C 0.816013 0.197181 0.434846 -0.27 0.14 -1.13
Cl 1.845923 -1.109429 -0.089324 0.62 -0.95 0.17
Cl -0.581407 -0.368269 1.385626 0.33 0.59 0.05
H 1.456333 0.919491 0.941176 -0.65 0.00 0.10
H 0.420053 0.534041 -0.523184 -0.01 0.69 0.52
```
Positions in Å, forces in eV/Å.


No. 3
Computed, not measured: 3 unconnected molecules or ions with the total composition C3H4Cl8, with the ωB97M-V functional and the def2-TZVPD basis.

SMILES: ClC(Cl)Cl.ClC(Cl)Cl.ClCCl
HOMO-LUMO gap: 0.4182 hartree
energy above the lowest of the compared OMol25 structures with the same formula, charge and spin: 3.43 kcal per mole
total charge: 0
largest force on an atom: 1.30 eV/A

```
15
Properties=species:S:1:pos:R:3:forces:R:3
Cl -2.833727 -3.540789 -1.866264 0.21 -0.16 -0.21
C -1.114290 -3.202058 -1.909645 0.24 1.06 0.71
Cl -0.421464 -3.346777 -0.262343 -0.10 -0.10 -0.48
Cl -0.824869 -1.519789 -2.490124 -0.13 -0.57 0.04
H -0.559063 -3.853187 -2.566954 -0.22 -0.24 -0.06
Cl 0.887971 1.473191 -2.337833 -0.03 0.06 0.04
C 1.824857 0.525497 -1.201631 0.81 -0.23 -0.09
Cl 1.779337 1.191425 0.430647 -0.17 -0.06 -0.05
Cl 3.531538 0.383810 -1.721854 -0.28 0.13 -0.03
H 1.464872 -0.494873 -1.198220 -0.31 0.10 0.15
Cl -2.002992 3.595367 3.170387 0.27 -0.08 -0.29
C -0.714459 2.390757 2.875956 -0.27 0.43 0.59
Cl 0.238810 2.177794 4.363730 -0.09 -0.27 -0.25
H -1.231421 1.483356 2.595264 0.27 -0.21 0.09
H -0.025101 2.736276 2.118883 -0.20 0.14 -0.16
```
Positions in Å, forces in eV/Å.


No. 4
Computed, not measured: 2 unconnected molecules or ions with the total composition C3H4ClF2N, with the ωB97M-V functional and the def2-TZVPD basis.

SMILES: C=C(F)F.C=NCl
HOMO-LUMO gap: 0.4021 hartree
energy above the lowest of the compared OMol25 structures with the same formula, charge and spin: 11.89 kcal per mole
total charge: 0
largest force on an atom: 3.08 eV/A

```
11
Properties=species:S:1:pos:R:3:forces:R:3
C 1.082746 -1.273258 0.642445 0.68 -0.50 -1.51
C 1.205893 -0.285467 1.480701 0.43 1.49 2.54
F 2.406367 0.088807 1.995694 -1.20 -0.27 -0.58
F 0.250689 0.454067 2.150067 1.22 -1.31 -1.56
H 0.196720 -1.556508 0.115949 -0.68 0.08 0.35
H 1.988603 -1.741572 0.213462 -0.47 0.52 0.70
C -1.630099 1.108284 -0.965518 0.92 1.81 2.31
N -1.630979 0.082424 -1.652231 -0.67 -1.33 -1.58
Cl -0.613103 0.002669 -3.064556 0.22 0.27 0.60
H -0.949083 1.944328 -0.780276 0.46 0.01 -1.55
H -2.307752 1.176225 -0.135738 -0.90 -0.77 0.26
```
Positions in Å, forces in eV/Å.


No. 5
Computed, not measured: 2 unconnected molecules or ions with the total composition C3H4ClFN2, with the ωB97M-V functional and the def2-TZVPD basis.

HOMO-LUMO gap: 0.2934 hartree
energy above the lowest of the compared OMol25 structures with the same formula, charge and spin: 127.62 kcal per mole
total charge: 0
largest force on an atom: 10.73 eV/A

```
11
Properties=species:S:1:pos:R:3:forces:R:3
C 2.045901 0.525032 -0.081736 -1.47 -1.53 0.53
C 0.708937 0.387521 0.107656 2.26 3.39 -1.58
C -1.536064 -0.615764 0.018275 0.25 6.12 -1.37
H 0.168410 1.342887 -0.010365 0.29 -0.37 0.69
H 0.081222 -1.733577 0.123207 0.81 3.78 0.14
H -2.200497 -1.550437 1.004696 1.88 2.98 -3.51
H -2.969895 0.665912 -0.191664 3.26 0.83 -2.63
N -0.135810 -0.624933 0.070258 -2.83 -8.82 0.93
N -1.885478 0.680653 -0.755938 -4.25 -7.13 6.79
F 2.561199 1.752580 0.050831 0.49 -0.51 -0.26
Cl 3.162073 -0.829871 -0.335225 -0.68 1.27 0.28
```
Positions in Å, forces in eV/Å.


No. 6
Computed, not measured: C3H4ClFO in the gas phase, with the ωB97M-V functional and the def2-TZVPD basis.

SMILES: OC/C=C(/F)Cl
HOMO-LUMO gap: 0.3659 hartree
energy above the lowest of the compared OMol25 structures with the same formula, charge and spin: 16.98 kcal per mole
total charge: 0
largest force on an atom: 1.61 eV/A

```
10
Properties=species:S:1:pos:R:3:forces:R:3
O 1.102305 -1.226026 0.018112 0.17 -1.05 -0.25
C 0.981981 0.159816 -0.004599 0.94 1.31 0.06
C -0.440593 0.666064 0.008867 0.07 0.73 -0.19
C -1.578584 -0.006404 -0.030222 0.95 -0.27 0.35
F -2.723225 0.649369 0.006205 -0.84 0.35 -0.07
Cl -1.826188 -1.697812 0.004637 -0.08 -0.04 -0.13
H 2.035584 -1.487246 -0.074100 -0.62 0.35 0.06
H 1.549013 0.599786 -0.873975 -0.71 -0.27 0.49
H 1.500710 0.562690 0.889085 -0.32 0.16 -0.21
H -0.601007 1.779766 0.055992 0.45 -1.27 -0.10
```
Positions in Å, forces in eV/Å.


No. 7
Computed, not measured: C3H4ClFS in the gas phase, with the ωB97M-V functional and the def2-TZVPD basis.

SMILES: FC[C@@H](Cl)C=S
HOMO-LUMO gap: 0.2874 hartree
energy above the lowest of the compared OMol25 structures with the same formula, charge and spin: 58.93 kcal per mole
total charge: 0
largest force on an atom: 5.33 eV/A

```
10
Properties=species:S:1:pos:R:3:forces:R:3
F 1.286066 1.414031 0.715011 -0.61 -0.03 -0.11
C 0.552650 0.918718 -0.342842 -1.25 2.10 -1.38
C 0.126778 -0.509632 -0.229155 0.15 -0.25 -0.39
Cl 1.799308 -1.216979 0.128901 -1.03 -1.11 -0.43
C -0.901663 -0.805187 0.800547 -4.80 0.92 -1.69
S -2.525782 -0.306678 0.107610 4.27 -1.66 2.72
H -0.455224 1.589806 -0.503004 2.79 -1.40 0.15
H 1.265499 0.763809 -1.212636 -0.95 1.47 0.64
H -0.382351 -0.588486 -1.304057 1.50 -0.89 2.17
H -0.765280 -1.259402 1.839624 -0.06 0.85 -1.68
```
Positions in Å, forces in eV/Å.


No. 8
Computed, not measured: 2 unconnected molecules or ions with the total composition C3H4ClN3, with the ωB97M-V functional and the def2-TZVPD basis.

HOMO-LUMO gap (spin up / spin down): 0.3129 / 0.3129 hartree
energy above the lowest of the compared OMol25 structures with the same formula, charge and spin: 92.82 kcal per mole
total charge: 0
largest force on an atom: 3.88 eV/A

```
11
Properties=species:S:1:pos:R:3:forces:R:3
C 2.210617 0.057146 0.534907 0.43 -2.66 1.25
C -1.429091 0.690850 -0.768926 1.13 1.24 -0.25
C -1.595050 -1.408571 0.431530 0.74 -3.69 0.95
N 2.483494 -0.992657 0.878608 0.93 -1.85 0.57
N -1.697861 -0.339299 -0.172597 -0.20 1.82 -2.61
N 1.677597 1.163284 0.187818 -1.15 2.83 -1.58
Cl -2.254288 1.626695 -1.964145 -0.38 -0.95 0.54
H -1.050403 -2.381020 -0.002154 -1.39 2.47 0.99
H -2.006397 -1.326360 1.428455 0.13 -0.92 0.28
H 1.292194 1.034263 -0.739281 -0.57 0.56 -0.07
H 2.369189 1.875668 0.185785 0.34 1.15 -0.06
```
Positions in Å, forces in eV/Å.


No. 9
Computed, not measured: 2 unconnected molecules or ions with the total composition C3H4ClNO, with the ωB97M-V functional and the def2-TZVPD basis.

HOMO-LUMO gap (spin up / spin down): 0.2753 / 0.2756 hartree
energy above the lowest of the compared OMol25 structures with the same formula, charge and spin: 75.95 kcal per mole
total charge: 0
largest force on an atom: 2.38 eV/A

```
10
Properties=species:S:1:pos:R:3:forces:R:3
C -1.980383 1.018212 -0.035792 -0.52 -0.01 -0.21
C 1.358511 -0.151526 0.449963 -1.60 0.22 -1.76
C 0.333601 -0.684662 -0.554668 0.18 -0.18 0.79
N -2.836681 0.453534 0.535998 -0.74 -0.35 0.66
O -1.048283 1.401958 -0.681458 1.76 0.62 -0.75
Cl -1.067287 -1.354393 -0.044498 0.82 -0.67 0.11
H 2.389332 -0.219097 0.153350 0.35 -0.69 -0.27
H 1.162588 0.911316 0.359617 -0.14 0.52 0.53
H 1.136005 -0.516206 1.430063 0.04 -0.09 0.57
H 0.552599 -0.859133 -1.612573 -0.16 0.62 0.33
```
Positions in Å, forces in eV/Å.


No. 10
Computed, not measured: C3H4ClNOS in the gas phase, with the ωB97M-V functional and the def2-TZVPD basis.

SMILES: N/C=C(/Cl)C(O)=S
HOMO-LUMO gap: 0.2925 hartree
energy above the lowest of the compared OMol25 structures with the same formula, charge and spin: 23.35 kcal per mole
total charge: 0
largest force on an atom: 5.44 eV/A

```
11
Properties=species:S:1:pos:R:3:forces:R:3
N -0.577457 1.844905 0.177974 3.28 0.54 -0.95
C 0.538225 1.011621 -0.033137 -3.57 0.58 0.92
C 0.573238 -0.378797 -0.023783 -2.49 4.79 0.11
Cl 2.094941 -0.859031 -0.186404 4.66 -2.79 -0.35
C -0.525727 -1.219302 0.046440 -2.40 -3.17 -0.36
O -0.282179 -2.573121 0.249659 2.94 0.94 -0.47
S -2.148770 -0.880256 -0.240154 1.22 0.37 0.51
H -0.439782 2.870045 -0.039789 -0.28 -1.98 0.40
H -1.456015 1.433757 -0.034502 -0.99 -0.40 -0.09
H 1.475095 1.510571 -0.087049 0.51 0.47 -0.05
H 0.748428 -2.760392 0.170745 -2.87 0.65 0.34
```
Positions in Å, forces in eV/Å.


Among the records above, which one has the highest energy above the lowest of the compared OMol25 structures with the same formula, charge and spin? C3H4ClFN2